# 1
This record from the OMol25 dataset describes the molecule C3H5NO2S2. The level of theory is ωB97M-V with the def2-TZVPD basis set.

Atoms and positions in Å:
C  -3.17  -0.07  -0.18
S  -1.64  0.80  -0.43
C  -0.64  -0.46  0.38
O  -1.04  -1.45  0.82
C  0.90  -0.16  0.25
S  2.00  -1.29  -0.47
N  1.22  1.05  0.64
O  2.35  1.79  0.05
H  -3.89  0.75  -0.34
H  -3.35  -1.00  -0.83
H  -3.25  -0.52  0.88
H  0.40  1.72  0.83
H  2.86  0.99  -0.29

SMILES: CSC(=O)C(=S)NO
Spin multiplicity: 1
HOMO level in eV: -9.09
Kohn-Sham gap in hartree: 0.315

# 2
This record from the OMol25 dataset describes the molecule C3H5NO3. The level of theory is ωB97M-V with the def2-TZVPD basis set.

Atoms and positions in Å:
C  1.19  1.88  -0.53
O  1.23  0.60  0.43
N  -0.19  0.83  0.66
C  -0.81  -0.29  0.46
O  -1.97  -0.55  0.69
C  -0.10  -1.47  -0.23
O  0.32  -1.54  -1.43
H  0.92  1.75  -1.67
H  2.25  2.20  -0.77
H  0.63  2.73  0.11
H  -0.47  1.21  1.59
H  -0.41  -2.43  0.39

SMILES: CONC(=O)C=O
Spin multiplicity: 1
HOMO level in eV: -9.83
Kohn-Sham gap in hartree: 0.368

# 3
This record from the OMol25 dataset describes the molecule C3H5NO3. The level of theory is ωB97M-V with the def2-TZVPD basis set.

Atoms and positions in Å:
C  -1.68  -0.63  0.35
N  -0.79  -0.05  -0.63
C  0.34  0.62  -0.19
O  0.73  1.81  -0.72
C  1.22  -0.47  -0.03
O  0.58  -1.54  -0.35
O  2.55  -0.42  0.07
H  -2.53  0.06  0.44
H  -2.06  -1.58  -0.03
H  -1.24  -0.77  1.34
H  0.09  2.48  -0.45
H  2.81  0.50  0.22

SMILES: C/N=C(/O)C(=O)O
Spin multiplicity: 1
HOMO level (alpha / beta) in eV: -8.34 / -8.71
Kohn-Sham gap (alpha / beta) in hartree: 0.303 / 0.288

# 4
This record from the OMol25 dataset describes the molecule C3H5NO3. The level of theory is ωB97M-V with the def2-TZVPD basis set.

Atoms and positions in Å:
O  2.97  -0.96  -0.35
N  1.86  -0.50  -0.53
O  1.65  0.70  0.24
C  0.42  1.39  0.08
C  -0.83  0.39  -0.02
C  -0.75  -0.90  0.13
O  -1.83  -1.83  0.00
H  0.54  1.96  -0.78
H  0.42  1.94  1.12
H  -1.71  0.89  -0.53
H  0.02  -1.55  0.56
H  -2.75  -1.53  0.09

SMILES: O=NOC/C=C/O
Spin multiplicity: 1
HOMO level in eV: -9.45
Kohn-Sham gap in hartree: 0.345

# 5
This record from the OMol25 dataset describes the molecule C3H5NO3. The level of theory is ωB97M-V with the def2-TZVPD basis set.

Atoms and positions in Å:
C  -0.27  -2.26  -0.50
N  0.29  -1.15  -0.08
O  0.22  -0.13  -1.01
C  -0.32  1.12  -0.44
C  0.37  1.65  0.84
O  0.20  2.79  1.19
O  1.09  0.83  1.58
H  -0.63  -2.51  -1.50
H  -0.22  -3.07  0.18
H  -1.36  1.00  -0.22
H  -0.35  1.79  -1.27
H  0.98  -0.05  1.24

SMILES: C=NOCC(=O)O
Spin multiplicity: 1
HOMO level in eV: -10.17
Kohn-Sham gap in hartree: 0.387

# 6
This record from the OMol25 dataset describes the molecule C3H5NO3. The level of theory is ωB97M-V with the def2-TZVPD basis set.

Atoms and positions in Å:
C  1.36  1.32  0.02
C  0.15  0.52  -0.29
O  -0.97  0.95  -0.67
N  0.15  -0.83  -0.11
O  0.26  -1.37  1.18
C  -1.50  -0.92  -0.52
O  -2.20  -1.50  0.27
H  2.24  0.75  -0.26
H  1.42  1.45  1.10
H  1.32  2.28  -0.48
H  -0.63  -1.75  1.35
H  -1.61  -0.91  -1.60

SMILES: CC(=O)N(O)C=O
Spin multiplicity: 1
HOMO level in eV: -9.67
Kohn-Sham gap in hartree: 0.372

# 7
This record from the OMol25 dataset describes the molecule C3H5NO3. The level of theory is ωB97M-V with the def2-TZVPD basis set.

Atoms and positions in Å:
O  2.54  -0.44  -0.01
C  1.47  0.03  0.05
N  0.89  1.25  -0.02
C  -0.52  0.89  -0.18
C  -0.17  -0.59  0.05
O  -0.75  -0.95  1.30
O  -0.53  -1.38  -1.01
H  1.19  2.17  -0.32
H  -0.87  0.96  -1.11
H  -1.31  1.19  0.56
H  -0.42  -1.87  1.70
H  -1.53  -1.25  -1.01

SMILES: O=C1NCC1(O)O
Spin multiplicity: 1
HOMO level in eV: -9.39
Kohn-Sham gap in hartree: 0.369

# 8
This record from the OMol25 dataset describes a structure of composition C3H5NO3P. The level of theory is ωB97M-V with the def2-TZVPD basis set.

Atoms and positions in Å:
C  -0.25  -0.45  -0.08
C  -0.27  1.57  -1.27
C  1.09  -2.23  0.76
N  0.79  -1.21  -0.10
O  -1.29  -0.19  0.54
O  -0.12  0.31  -1.44
O  0.30  2.46  -1.82
P  -1.66  1.98  0.04
H  0.43  -3.18  0.90
H  1.98  -2.64  0.19
H  1.35  -1.84  1.76
H  -0.73  2.09  0.89
H  -1.62  3.33  -0.39

Spin multiplicity: 1
HOMO level in eV: -4.36
Total charge: -1
Kohn-Sham gap in hartree: 0.309

# 9
This record from the OMol25 dataset describes the molecule C3H5NO4. The level of theory is ωB97M-V with the def2-TZVPD basis set.

Atoms and positions in Å:
N  1.22  -0.36  -1.50
O  0.83  0.41  -0.37
C  -0.50  1.30  -0.48
O  -0.54  2.21  -1.25
C  -1.19  0.62  0.51
C  -0.41  -0.52  0.88
O  -0.65  -1.71  0.31
O  0.24  -0.64  2.04
H  0.58  -0.14  -2.26
H  2.13  0.03  -1.76
H  -2.15  0.88  0.91
H  0.01  -2.35  0.61
H  0.43  0.26  2.36

SMILES: NOC(=O)C=C(O)O
Spin multiplicity: 1
HOMO level in eV: -8.52
Kohn-Sham gap in hartree: 0.329

# 10
This record from the OMol25 dataset describes the molecule C3H5NO4. The level of theory is ωB97M-V with the def2-TZVPD basis set.

Atoms and positions in Å:
N  1.07  1.47  -0.17
C  1.16  0.13  -0.02
O  2.07  -0.58  -0.42
C  -0.11  -0.43  0.57
O  -0.17  -1.76  0.21
C  -1.34  0.21  -0.01
O  -1.56  1.40  0.18
O  -2.16  -0.56  -0.65
H  0.19  1.95  -0.06
H  1.88  1.91  -0.50
H  -0.13  -0.26  1.66
H  0.69  -2.15  0.07
H  -1.60  -1.34  -0.86

SMILES: NC(=O)[C@H](O)C(=O)O
Spin multiplicity: 1
HOMO level in eV: -10.69
Kohn-Sham gap in hartree: 0.414

Calculated energy relative to the best compared isomer or geometry (same formula, charge and spin), 302.6, 577.6, 493.2, 570.4, 327.0, 411.5, 264.5, 278.7, 408.7, 7.5 kJ/mol (same order as the records).
Calculated largest force on an atom, 0.0863, 0.1129, 0.0909, 0.0875, 0.0668, 0.0770, 0.0900, 0.0945, 0.0198, 0.0516 hartree/bohr (same order as the records).